# 1
Density functional theory data (wB97M-V/def2-TZVPD) for C5H10N2O as an isolated structure at a distorted geometry.

Structure (XYZ):
```
18
Properties=species:S:1:pos:R:3:mulliken_charge:R:1
C -2.05 -0.04 -0.01 -1.069
C 0.66 3.05 -0.21 -1.301
C -1.06 1.02 -0.12 0.492
C 1.29 -1.88 0.48 0.542
C -0.27 1.92 -0.20 0.353
N 1.59 -0.78 -0.19 -0.349
O -0.27 -2.78 -0.04 -0.802
N 1.43 -2.51 1.51 -0.530
H -0.34 -3.12 -0.94 0.240
H 1.61 -0.85 -1.20 0.304
H 1.11 0.06 0.14 0.057
H 0.56 -3.17 1.35 0.425
H -2.75 0.00 -0.85 0.291
H -1.58 -1.03 0.01 0.164
H -2.63 0.08 0.92 0.284
H 1.63 2.77 0.20 0.308
H 0.82 3.41 -1.23 0.302
H 0.27 3.87 0.39 0.288
```

Results
- electronic energy (a.u.) = -381.12564
- gap between HOMO and LUMO (eV) = 10.1
- F_max (eV/A) = 2.7
- molecular weight (g/mol) = 114.1
- energy above the lowest of the compared OMol25 structures with the same formula, charge and spin (eV) = 4.348
- HOMO energy (eV) = -9.48
- net charge = 0



# 2
Density functional theory data (wB97M-V/def2-TZVPD) for C27H27BrGeNTa as an isolated structure at a distorted geometry.

Structure (XYZ):
```
58
Properties=species:S:1:pos:R:3:mulliken_charge:R:1
Ta 0.25 1.03 -0.15 1.097
C -1.00 3.57 0.88 -1.038
N -0.91 2.12 1.26 -0.005
C -0.30 2.00 2.62 -0.937
C -2.27 1.47 1.20 -0.936
C -2.61 1.12 -0.23 0.084
C -3.88 1.03 -0.74 -0.833
C -4.06 0.67 -2.08 -0.539
C -2.98 0.39 -2.92 -0.884
C -1.70 0.48 -2.44 -0.898
C -1.49 0.84 -1.08 1.585
H -1.60 4.09 1.63 0.428
H -1.47 3.68 -0.10 0.437
H -0.01 4.02 0.89 0.455
H -0.93 2.53 3.35 0.409
H 0.69 2.46 2.64 0.386
H -0.25 0.95 2.92 0.381
H -3.00 2.14 1.67 0.625
H -2.23 0.56 1.81 0.350
H -4.74 1.24 -0.12 0.555
H -5.07 0.61 -2.47 0.482
H -3.17 0.11 -3.95 0.504
H -0.86 0.29 -3.11 0.424
Ge 1.41 -1.76 1.88 0.156
C -0.30 -2.05 2.59 0.840
C -1.36 -2.59 1.83 -0.363
C -2.39 -3.23 2.47 -0.803
C -2.41 -3.31 3.87 -0.415
C -1.39 -2.74 4.63 -0.790
C -0.34 -2.09 4.01 -0.330
C 2.07 -2.33 0.20 0.459
C 1.44 -2.11 -1.03 0.370
C 1.94 -2.70 -2.18 -1.039
C 3.05 -3.54 -2.09 -0.536
C 3.68 -3.76 -0.87 -0.739
C 3.22 -3.13 0.28 -0.492
H 2.45 -1.44 2.95 0.133
H -1.33 -2.55 0.74 0.363
H -3.19 -3.69 1.90 0.489
H -3.23 -3.81 4.36 0.463
H -1.42 -2.81 5.71 0.461
H 0.44 -1.65 4.60 0.469
H 0.50 -1.54 -1.09 0.762
H 1.45 -2.56 -3.13 0.524
H 3.43 -4.02 -2.98 0.457
H 4.54 -4.41 -0.81 0.458
H 3.75 -3.28 1.21 0.408
Br 4.31 3.89 -4.71 0.107
C 3.19 3.15 -3.50 0.089
C 2.70 3.93 -2.42 -0.874
C 1.84 3.36 -1.52 -0.432
C 1.45 2.00 -1.63 1.375
C 1.95 1.24 -2.72 -0.165
C 2.80 1.79 -3.65 -0.752
H 3.00 4.97 -2.33 0.482
H 1.47 3.98 -0.72 0.129
H 1.67 0.20 -2.85 0.108
H 3.19 1.21 -4.47 0.496
```

Results
- electronic energy (a.u.) = -5805.97165
- gap between HOMO and LUMO (spin up / spin down) (eV) = 4.5 / 4.5
- F_max (eV/A) = 2.9
- molecular weight (g/mol) = 699.0
- HOMO energy (spin up / spin down) (eV) = -19.74 / -19.74
- net charge = +4